--- P ---
Entry from the Open Molecules 2025 dataset: 3 unconnected molecules or ions with the total composition C2H11N3O2 (wB97M-V/def2-TZVPD).

Each line ends with the Mulliken charge.
Cartesian coordinates (Å):
H (2.087, -1.112, -0.460)  0.24
H (0.660, 3.117, 0.360)  0.30
H (-0.953, 2.894, -0.418)  0.28
H (-2.903, -0.961, -1.124)  0.24
C (-0.226, 2.476, 0.286)  -0.80
H (1.444, -2.616, -0.487)  0.18
O (-1.553, 0.396, -0.355)  -0.32
N (0.141, 1.128, -0.113)  0.14
H (-0.261, -0.810, 0.990)  0.18
H (-1.370, -1.479, -0.765)  0.17
N (-2.133, -0.873, -0.464)  -0.42
C (0.732, -1.394, 1.074)  -0.61
N (1.247, -1.648, -0.255)  -0.51
O (0.760, 1.197, -1.362)  -0.37
H (0.281, -2.297, 1.510)  0.37
H (1.277, 0.349, -1.353)  0.35
H (-0.672, 2.442, 1.283)  0.31
H (1.442, -0.808, 1.654)  0.26

The calculation puts the LUMO energy (spin up / spin down) at 0.008 / -0.003 Eh. Its HOMO-LUMO gap (spin up / spin down) is 8.229 / 7.596 eV.

--- Q ---
Entry from the Open Molecules 2025 dataset: 3 unconnected molecules or ions with the total composition C2H11N3O2 (wB97M-V/def2-TZVPD).

Each line ends with the Mulliken charge.
Cartesian coordinates (Å):
H (0.586, -1.619, 1.361)  0.29
H (-1.063, 0.878, -2.261)  0.25
C (0.197, 0.474, -0.560)  0.29
H (-3.276, 0.472, 0.649)  0.33
N (-0.451, 1.365, -1.575)  -0.61
O (3.327, -0.470, 1.408)  -0.69
N (-0.616, -0.516, 0.037)  -0.06
C (0.042, -1.738, 0.496)  -0.89
H (-0.710, -2.640, 0.551)  0.29
H (2.635, 0.145, 1.022)  0.45
H (-1.627, -0.584, -0.242)  0.33
H (3.222, -0.592, 2.328)  0.30
O (-3.153, 0.624, -0.294)  -0.73
H (-3.110, 1.757, -0.334)  0.37
N (1.276, 0.859, -0.034)  -0.61
H (0.965, -2.069, -0.112)  0.28
H (1.465, 1.862, -0.327)  0.15
H (0.291, 1.792, -2.113)  0.27

Its structure (SMILES) is [H]/N=C(\N)NC.O.O. The calculation puts the LUMO energy at 0.015 Eh. Its HOMO-LUMO gap is 9.354 eV.

Q is preferred energetically. Next in line: 0.2229 hartree higher.